{"formula": "C37H54F3O22SV", "method": "wB97M-V/def2-TZVPD", "multiplicity": 2, "e_tot_ha": -4739.18770, "largest_force_ha_per_bohr": 0.1560, "orbital_gap_ha": [0.1829, 0.2020], "total_charge": 1, "s2": 0.771, "e_homo_ha": [-0.427, -0.427], "species": ["O", "V", "C", "F", "F", "F", "S", "O", "O", "O", "O", "C", "O", "C", "C", "C", "H", "H", "H", "H", "H", "H", "O", "C", "O", "C", "C", "C", "H", "H", "H", "H", "H", "H", "O", "C", "O", "C", "C", "C", "H", "H", "H", "H", "H", "H", "O", "C", "O", "C", "C", "C", "H", "H", "H", "H", "H", "H", "O", "C", "O", "C", "C", "C", "H", "H", "H", "H", "H", "H", "O", "C", "O", "C", "C", "C", "H", "H", "H", "H", "H", "H", "O", "C", "O", "C", "C", "C", "H", "H", "H", "H", "H", "H", "O", "C", "O", "C", "C", "C", "H", "H", "H", "H", "H", "H", "O", "C", "O", "C", "C", "C", "H", "H", "H", "H", "H", "H"], "xyz": [[4.50, -1.51, -4.44], [3.23, -1.33, -3.59], [-0.42, -0.67, -0.77], [-0.94, -0.52, 0.39], [-1.06, -1.58, -1.44], [-0.50, 0.50, -1.49], [1.34, -1.16, -0.64], [1.99, -0.15, 0.13], [1.40, -2.44, -0.08], [1.91, -1.20, -2.03], [3.36, 0.20, 4.42], [4.21, 0.61, 3.68], [5.10, 1.58, 4.04], [6.09, 1.79, 3.01], [5.89, 0.66, 1.96], [4.45, 0.21, 2.23], [7.08, 1.75, 3.48], [6.03, 2.81, 2.61], [6.64, -0.11, 2.15], [6.08, 1.07, 0.96], [4.16, -0.81, 2.06], [3.75, 0.82, 1.64], [-0.95, 2.61, 2.56], [-0.52, 1.71, 3.23], [-1.06, 1.37, 4.41], [-0.55, 0.07, 4.88], [0.21, -0.56, 3.70], [0.55, 0.69, 2.85], [-1.38, -0.56, 5.19], [0.10, 0.24, 5.73], [-0.43, -1.24, 3.14], [1.07, -1.10, 4.07], [0.67, 0.63, 1.79], [1.48, 1.20, 3.19], [6.53, -3.98, 3.15], [5.38, -3.78, 2.95], [4.77, -4.22, 1.82], [3.42, -3.73, 1.77], [3.04, -3.54, 3.24], [4.36, -3.05, 3.82], [2.80, -4.49, 1.30], [3.42, -2.81, 1.20], [2.68, -4.46, 3.67], [2.24, -2.79, 3.31], [4.45, -3.30, 4.87], [4.50, -1.97, 3.70], [-4.13, 1.54, -5.96], [-4.21, 1.45, -4.79], [-4.82, 2.39, -4.03], [-4.98, 1.95, -2.67], [-3.99, 0.75, -2.50], [-3.60, 0.37, -3.92], [-6.01, 1.68, -2.47], [-4.71, 2.82, -2.06], [-4.51, -0.10, -2.02], [-3.15, 0.86, -1.81], [-3.98, -0.61, -4.21], [-2.51, 0.27, -3.99], [-1.50, -5.27, 3.68], [-1.92, -5.04, 2.61], [-1.18, -5.24, 1.46], [-1.94, -4.76, 0.32], [-2.95, -3.74, 0.92], [-3.27, -4.40, 2.27], [-2.43, -5.60, -0.18], [-1.21, -4.33, -0.36], [-3.83, -3.72, 0.27], [-2.54, -2.74, 0.99], [-4.02, -5.18, 2.17], [-3.56, -3.72, 3.07], [3.65, 0.58, -2.71], [3.54, 1.57, -2.12], [2.39, 2.08, -1.97], [2.37, 3.17, -0.97], [3.80, 3.17, -0.33], [4.61, 2.36, -1.42], [1.60, 2.95, -0.24], [2.14, 4.13, -1.44], [3.78, 2.70, 0.65], [4.11, 4.21, -0.27], [5.33, 1.65, -1.01], [5.15, 3.01, -2.11], [1.36, -1.87, -4.51], [0.42, -2.09, -5.27], [-0.76, -2.33, -4.75], [-1.79, -2.37, -5.79], [-1.10, -1.72, -7.01], [0.38, -2.06, -6.79], [-2.66, -1.77, -5.59], [-2.10, -3.39, -6.02], [-1.20, -0.63, -6.98], [-1.52, -2.06, -7.96], [1.11, -1.36, -7.16], [0.64, -3.09, -7.10], [-3.60, 5.54, 0.55], [-2.81, 5.11, -0.22], [-3.17, 4.68, -1.48], [-2.04, 4.12, -2.15], [-0.98, 3.85, -1.04], [-1.30, 4.91, -0.01], [-1.67, 4.86, -2.86], [-2.27, 3.19, -2.66], [0.00, 3.84, -1.53], [-1.07, 2.81, -0.70], [-0.83, 5.87, -0.25], [-1.06, 4.59, 1.00], [-3.48, -0.94, 2.39], [-4.04, 0.03, 2.23], [-5.16, 0.26, 2.92], [-5.68, 1.59, 2.68], [-4.50, 2.36, 2.16], [-3.71, 1.25, 1.39], [-5.96, 1.96, 3.66], [-6.55, 1.58, 2.03], [-3.93, 2.78, 2.98], [-4.75, 3.13, 1.43], [-2.65, 1.47, 1.38], [-4.10, 1.14, 0.38]], "lowdin_charge": [-0.1888, 1.3287, -0.6892, 0.2123, 0.1764, 0.0990, 0.5328, -0.2564, -0.2176, -0.4152, 0.1270, -0.4659, 0.0296, -0.1374, -0.1123, -0.0733, 0.1254, 0.1196, 0.1195, 0.0860, 0.0973, 0.0947, 0.0884, -0.4840, 0.0377, -0.0963, -0.1175, -0.0692, 0.1254, 0.1292, 0.1110, 0.0882, 0.0690, 0.1242, 0.1298, -0.4852, 0.0210, -0.1595, -0.1188, -0.0591, 0.1242, 0.0881, 0.1227, 0.0988, 0.1338, 0.0884, 0.1519, -0.5058, 0.0319, -0.1111, -0.1505, -0.0831, 0.1256, 0.1066, 0.1154, 0.0789, 0.1155, 0.1124, 0.1480, -0.4771, -0.0004, -0.1498, -0.1507, -0.0648, 0.1207, 0.1024, 0.1147, 0.0763, 0.1322, 0.1178, 0.0570, -0.5523, 0.0993, -0.0667, -0.0666, -0.0041, 0.1209, 0.1259, 0.0932, 0.1173, 0.1148, 0.1424, 0.0048, -0.4129, 0.0970, -0.0768, -0.1127, -0.0358, 0.1066, 0.1389, 0.1279, 0.1293, 0.1298, 0.1521, 0.1471, -0.4503, 0.0040, -0.1438, -0.1617, -0.0544, 0.1297, 0.1071, 0.0847, 0.0971, 0.1373, 0.1044, 0.1712, -0.5519, 0.0414, -0.1342, -0.1224, -0.0491, 0.1270, 0.1250, 0.1199, 0.1072, 0.0881, 0.1077]}

---

{"formula": "C17H35O3OsP3", "method": "wB97M-V/def2-TZVPD", "multiplicity": 5, "e_tot_ha": -2007.47277, "largest_force_ha_per_bohr": 0.1254, "orbital_gap_ha": [0.2193, 0.2316], "total_charge": 4, "s2": 6.022, "e_homo_ha": [-0.732, -0.845], "species": ["P", "C", "H", "H", "H", "C", "H", "H", "H", "C", "H", "H", "H", "P", "C", "H", "H", "H", "C", "H", "H", "H", "C", "H", "H", "H", "P", "C", "H", "H", "H", "C", "H", "H", "H", "C", "H", "H", "H", "Os", "C", "O", "C", "O", "C", "C", "C", "C", "C", "C", "H", "H", "H", "H", "H", "H", "O", "H", "H"], "xyz": [[2.75, -0.69, 0.39], [3.04, -0.82, 2.19], [4.12, -0.76, 2.36], [2.64, -1.76, 2.58], [2.55, 0.01, 2.71], [3.16, -2.35, -0.23], [3.42, -2.30, -1.29], [2.29, -3.00, -0.09], [4.01, -2.71, 0.37], [4.10, 0.43, -0.17], [5.03, -0.14, -0.28], [4.24, 1.23, 0.58], [3.83, 0.89, -1.13], [-0.99, 2.94, -0.28], [-1.13, 3.64, 1.40], [-1.59, 4.63, 1.37], [-0.13, 3.70, 1.85], [-1.74, 2.94, 1.97], [0.07, 4.21, -1.09], [-0.10, 4.22, -2.17], [1.12, 3.94, -0.89], [-0.14, 5.20, -0.66], [-2.71, 3.14, -0.86], [-2.95, 4.18, -1.11], [-3.37, 2.79, -0.05], [-2.87, 2.50, -1.74], [-2.07, -2.07, 0.67], [-2.50, -2.33, 2.38], [-3.01, -3.29, 2.46], [-3.16, -1.52, 2.70], [-1.56, -2.31, 2.97], [-3.51, -1.82, -0.34], [-4.33, -2.30, 0.21], [-3.38, -2.29, -1.31], [-3.73, -0.75, -0.46], [-0.97, -3.37, 0.18], [-1.61, -4.27, 0.08], [-0.22, -3.55, 0.97], [-0.46, -3.20, -0.78], [0.20, 0.14, -0.80], [1.03, 1.23, 0.53], [1.55, 1.91, 1.36], [-1.35, -0.35, 0.57], [-1.91, 0.48, 1.30], [-1.28, 0.15, -2.42], [-0.74, -1.14, -2.34], [0.64, -1.31, -2.45], [1.49, -0.20, -2.48], [0.94, 1.08, -2.60], [-0.44, 1.23, -2.68], [-2.35, 0.30, -2.29], [-1.40, -1.98, -2.21], [1.05, -2.32, -2.40], [2.56, -0.33, -2.41], [1.59, 1.94, -2.60], [-0.87, 2.21, -2.83], [0.33, -2.07, 3.38], [0.45, -2.76, 4.05], [0.36, -1.25, 3.87]], "nbo_charge": [1.2243, -0.9597, 0.3078, 0.2858, 0.2629, -0.9638, 0.2673, 0.2502, 0.3191, -0.9634, 0.3088, 0.2921, 0.2420, 1.2000, -0.9573, 0.3071, 0.2711, 0.2560, -0.9674, 0.2638, 0.2568, 0.3139, -0.9697, 0.3191, 0.2765, 0.2331, 1.5518, -0.9961, 0.3199, 0.2960, 0.3277, -0.9909, 0.3355, 0.2901, 0.2857, -1.0055, 0.3376, 0.3130, 0.2612, 0.3391, 0.5554, -0.4006, 0.1496, -0.2408, -0.1310, -0.2686, -0.1572, -0.2268, -0.1976, -0.1842, 0.2783, 0.2739, 0.2939, 0.2909, 0.3004, 0.2910, -0.9865, 0.5211, 0.4971]}

---

{"formula": "C10H15O3P", "method": "wB97M-V/def2-TZVPD", "e_tot_ha": -956.98617, "de_lowest_kj_mol": 495.5, "largest_force_ha_per_bohr": 0.0290, "orbital_gap_ha": [0.3295, 0.2573], "e_homo_ha": [-0.344, -0.302], "species": ["C", "C", "C", "C", "C", "C", "C", "C", "C", "C", "O", "O", "O", "P", "H", "H", "H", "H", "H", "H", "H", "H", "H", "H", "H", "H", "H", "H", "H"], "xyz": [[0.09, 2.99, 0.33], [-0.67, 1.76, 0.87], [-0.11, 2.76, 1.70], [1.71, 1.29, -0.03], [1.51, 2.56, -0.10], [0.62, 2.79, 2.97], [-0.04, -1.42, -3.22], [-0.82, -2.15, -2.13], [-0.97, -2.73, 0.34], [-0.22, -1.93, -0.74], [0.75, -0.53, 1.85], [-0.18, -3.11, 1.41], [-0.31, -0.52, -0.50], [0.45, 0.28, 0.66], [-0.35, 3.76, -0.28], [-1.72, 1.58, 0.69], [2.19, 3.33, -0.41], [1.37, 1.99, 2.95], [-0.05, 2.59, 3.80], [1.12, 3.75, 3.12], [0.97, -1.83, -3.30], [-0.53, -1.53, -4.18], [0.04, -0.36, -2.98], [-1.85, -1.78, -2.11], [-0.84, -3.22, -2.34], [-1.84, -2.14, 0.66], [-1.34, -3.67, -0.10], [0.83, -2.24, -0.73], [0.20, -2.31, 1.81]], "nbo_charge": [-0.2847, -0.6120, 0.1745, -0.3507, -0.2542, -0.6818, -0.6060, -0.4077, -0.0775, 0.0783, -1.1045, -0.7321, -0.8246, 2.1171, 0.2514, 0.2791, 0.2333, 0.2557, 0.2416, 0.2261, 0.2037, 0.2101, 0.2150, 0.2044, 0.2092, 0.1606, 0.1820, 0.1910, 0.5029]}

---

{"formula": "C3H4AgO3", "method": "wB97M-V/def2-TZVPD", "multiplicity": 2, "e_tot_ha": -489.11209, "de_lowest_kj_mol": 504.0, "largest_force_ha_per_bohr": 0.0352, "orbital_gap_ha": [0.2855, 0.2724], "s2": 0.755, "e_homo_ha": [-0.308, -0.309], "species": ["C", "C", "O", "C", "O", "Ag", "H", "H", "H", "O", "H"], "xyz": [[-0.57, 1.62, -0.11], [-1.21, 0.52, 0.28], [-1.17, -0.71, -0.30], [-1.51, -1.78, 0.41], [-0.37, -2.14, 0.96], [1.58, -0.89, 0.39], [-1.06, 2.57, 0.07], [0.33, 1.91, -0.67], [-0.43, -3.02, 1.35], [2.14, 0.49, -1.11], [2.26, 1.42, -1.27]], "nbo_charge": [-0.5430, 0.3015, -0.5573, 0.5309, -0.7262, 0.8600, 0.2220, 0.2694, 0.5244, -1.3294, 0.4476]}

---

{"formula": "C2H3NO2", "method": "wB97M-V/def2-TZVPD", "e_tot_ha": -283.15191, "de_lowest_kj_mol": 278.5, "largest_force_ha_per_bohr": 0.0586, "orbital_gap_ha": 0.4250, "e_homo_ha": -0.385, "species": ["C", "C", "N", "O", "O", "H", "H", "H"], "xyz": [[1.07, 2.35, -0.81], [-0.80, -1.22, -0.21], [-0.24, -0.14, 0.20], [1.03, 1.96, -1.86], [0.20, -0.21, 1.58], [-1.05, -1.42, -1.28], [-0.62, -2.01, 0.53], [0.41, 0.70, 1.85]], "nbo_charge": [0.5012, -0.1669, -0.1268, -0.5014, -0.5868, 0.2165, 0.1817, 0.4825]}